{
  "formula": "C25H68N26O16S",
  "method": "ωB97M-V with the def2-TZVPD basis set",
  "elements": ["O", "S", "O", "C", "C", "C", "C", "C", "C", "C", "C", "C", "C", "C", "C", "O", "H", "H", "H", "H", "H", "H", "H", "H", "H", "H", "H", "H", "H", "H", "H", "H", "C", "O", "N", "N", "H", "H", "H", "H", "C", "O", "N", "N", "H", "H", "H", "H", "C", "O", "N", "N", "H", "H", "H", "H", "C", "O", "N", "N", "H", "H", "H", "H", "C", "O", "N", "N", "H", "H", "H", "H", "C", "O", "N", "N", "H", "H", "H", "H", "C", "O", "N", "N", "H", "H", "H", "H", "C", "O", "N", "N", "H", "H", "H", "H", "C", "O", "N", "N", "H", "H", "H", "H", "C", "O", "N", "N", "H", "H", "H", "H", "C", "O", "N", "N", "H", "H", "H", "H", "C", "O", "N", "N", "H", "H", "H", "H", "C", "O", "N", "N", "H", "H", "H", "H"],
  "xyz": [[-3.4502, 3.1417, -0.4277], [-2.3617, 4.0550, -0.2816], [-1.8456, 4.6487, -1.4860], [-2.7078, 5.3848, 0.8378], [-1.3813, 6.1167, 1.1747], [-0.3066, 5.1568, 1.6860], [-0.0135, 4.0695, 0.6665], [1.1314, 3.1335, 1.0444], [0.8659, 1.6641, 0.6919], [0.3973, 1.4172, -0.7264], [-0.5214, 0.4006, -0.9673], [-1.0042, 0.1829, -2.2507], [-0.5740, 0.9625, -3.3138], [0.3594, 1.9610, -3.0813], [0.8353, 2.1840, -1.7992], [-1.2344, 3.2960, 0.5024], [-3.1291, 4.9395, 1.7406], [-3.4122, 6.0504, 0.3460], [-1.0368, 6.5989, 0.2655], [-1.6079, 6.8736, 1.9222], [-0.6159, 4.7022, 2.6324], [0.6133, 5.7204, 1.8583], [0.2281, 4.5709, -0.2718], [2.0522, 3.4658, 0.5647], [1.3098, 3.1920, 2.1213], [1.7992, 1.1081, 0.8355], [0.1560, 1.2175, 1.3873], [-0.8946, -0.2380, -0.1748], [-1.7442, -0.5944, -2.4065], [-0.9783, 0.7972, -4.3041], [0.6980, 2.5756, -3.9061], [1.5506, 2.9767, -1.6145], [-4.7684, -0.6438, -2.0514], [-4.5552, -1.5462, -1.2521], [-4.4032, 0.6506, -1.8535], [-5.4006, -0.8422, -3.2470], [-4.5825, 1.3629, -2.5374], [-3.9229, 0.8944, -1.0062], [-5.7247, -1.7669, -3.4739], [-5.5611, -0.0801, -3.8863], [2.5899, -2.4953, -1.0038], [3.2165, -1.6841, -1.6796], [3.1793, -3.5768, -0.4295], [1.2552, -2.3522, -0.7780], [2.6708, -4.2277, 0.1356], [4.1718, -3.7153, -0.5567], [0.7996, -1.5601, -1.1949], [0.7234, -2.9822, -0.2092], [-4.3143, 2.7080, -4.9976], [-4.9774, 1.7070, -4.7574], [-3.6247, 2.8502, -6.1645], [-4.2070, 3.7400, -4.1161], [-3.0703, 3.6551, -6.3843], [-3.6858, 2.1010, -6.8283], [-4.6911, 3.6591, -3.2408], [-3.6476, 4.5538, -4.2848], [4.3318, -0.6524, -5.3564], [5.0789, -0.4821, -6.3087], [4.7584, -1.0060, -4.1167], [2.9716, -0.4946, -5.4626], [4.1276, -1.1463, -3.3435], [5.7434, -1.1297, -3.9836], [2.6087, -0.2334, -6.3587], [2.3445, -0.6255, -4.6905], [-9.7087, -1.9567, -2.2385], [-10.6522, -1.6737, -2.9565], [-8.4413, -1.5072, -2.4704], [-9.8454, -2.7531, -1.1321], [-7.6576, -1.7272, -1.8831], [-8.2956, -0.9275, -3.2744], [-10.7619, -3.1050, -0.9324], [-9.0809, -3.0035, -0.5349], [2.9639, -2.9435, 3.0293], [2.0105, -2.6076, 2.3446], [4.2447, -2.6235, 2.7067], [2.8286, -3.6939, 4.1701], [5.0370, -2.9012, 3.2564], [4.3872, -2.0908, 1.8670], [1.8977, -3.9586, 4.4359], [3.6141, -3.9860, 4.7310], [-0.9988, 9.7343, -0.6307], [-0.6589, 8.9504, 0.2410], [-0.8319, 11.0831, -0.5095], [-1.5864, 9.3175, -1.7945], [-1.1110, 11.7431, -1.2103], [-0.4065, 11.4240, 0.3348], [-1.7216, 8.3305, -1.9164], [-1.8736, 9.9428, -2.5229], [-3.3441, 12.1734, 2.4595], [-2.4794, 12.9822, 2.1680], [-3.4618, 10.9745, 1.8155], [-4.2585, 12.4039, 3.4502], [-4.1580, 10.2872, 2.0302], [-2.7984, 10.7885, 1.0858], [-4.1928, 13.2765, 3.9393], [-4.9756, 11.7526, 3.7048], [6.8553, -5.2356, -0.3254], [6.0413, -4.3888, -0.6617], [8.1787, -4.9429, -0.1681], [6.5040, -6.5290, -0.0787], [8.8658, -5.6181, 0.1067], [8.4640, -3.9986, -0.3480], [5.5351, -6.7686, -0.1731], [7.1543, -7.2340, 0.2103], [4.3975, -3.7877, 7.5772], [5.1587, -3.6917, 6.6193], [4.8424, -4.0170, 8.8418], [3.0478, -3.6703, 7.4351], [4.2351, -4.1069, 9.6336], [5.8325, -4.1021, 8.9746], [2.7167, -3.4825, 6.5086], [2.3899, -3.7519, 8.1864], [3.1182, -7.3765, 2.0958], [4.1699, -7.3064, 2.7112], [2.6356, -8.5606, 1.6128], [2.3461, -6.2806, 1.8387], [1.7755, -8.6426, 1.1048], [3.1803, -9.3840, 1.7884], [2.6758, -5.3931, 2.1760], [1.4785, -6.3218, 1.3379], [5.5747, -8.0301, 6.8866], [5.8096, -8.9433, 7.6605], [6.0871, -6.7729, 7.0559], [4.7876, -8.1805, 5.7813], [5.8943, -6.0037, 6.4383], [6.6876, -6.6259, 7.8438], [4.4021, -9.0896, 5.6121], [4.6096, -7.4499, 5.1146], [-4.4255, -4.3820, -4.9080], [-5.5166, -4.5732, -4.3993], [-3.8835, -5.2454, -5.8236], [-3.6711, -3.2863, -4.6088], [-2.9902, -5.1059, -6.2544], [-4.4234, -6.0548, -6.0639], [-4.0573, -2.6504, -3.9314], [-2.7784, -3.0905, -5.0185]],
  "lowdin_charge": [-0.268, 0.601, -0.280, -0.197, -0.203, -0.136, -0.337, -0.122, -0.128, -0.229, -0.069, -0.091, -0.090, -0.074, -0.038, -0.196, 0.112, 0.108, 0.086, 0.115, 0.132, 0.135, 0.138, 0.120, 0.119, 0.127, 0.119, 0.122, 0.099, 0.097, 0.104, 0.115, -0.693, 0.005, 0.176, 0.150, 0.059, 0.079, 0.082, 0.065, -0.658, -0.004, 0.175, 0.177, 0.062, 0.056, 0.063, 0.094, -0.657, 0.004, 0.160, 0.177, 0.096, 0.106, 0.100, 0.098, -0.694, 0.000, 0.164, 0.144, 0.042, 0.101, 0.091, 0.082, -0.687, 0.016, 0.153, 0.142, 0.081, 0.093, 0.097, 0.090, -0.696, 0.011, 0.179, 0.147, 0.102, 0.106, 0.105, 0.069, -0.684, 0.022, 0.159, 0.157, 0.102, 0.110, 0.099, 0.094, -0.685, 0.016, 0.159, 0.146, 0.093, 0.066, 0.102, 0.090, -0.663, 0.014, 0.154, 0.166, 0.094, 0.104, 0.100, 0.098, -0.677, -0.005, 0.163, 0.165, 0.100, 0.105, 0.064, 0.101, -0.677, 0.009, 0.154, 0.168, 0.095, 0.103, 0.067, 0.101, -0.690, 0.013, 0.153, 0.156, 0.069, 0.096, 0.099, 0.065, -0.685, 0.022, 0.143, 0.161, 0.088, 0.099, 0.061, 0.093],
  "orbital_gap_ha": 0.328,
  "total_energy_ha": -4019.68382,
  "max_force_ha_per_bohr": 0.0193,
  "lumo_ev": -0.006,
  "e_homo_ev": -8.9
}